The following is a quantum chemistry calculation of a single C7H8 molecule, from the Open Molecules 2025 dataset.

Calculated values
Calculated total energy   -7382.9715 eV

```
! RIJCOSX wB97M-V def2-TZVPD def2/J DEFGRID3
* xyz 0 1
C 0.027 -1.417 0.755
C -0.628 -0.037 0.682
C 0.384 1.093 0.390
C 1.296 0.858 -0.733
C 2.102 0.703 -1.615
C -1.783 -0.248 -1.573
C -1.794 -0.014 -0.294
H 0.580 -1.632 -0.164
H 0.727 -1.474 1.595
H -0.730 -2.195 0.883
H -1.064 0.190 1.657
H -0.161 2.022 0.201
H 0.990 1.267 1.287
H 2.833 0.594 -2.385
H -2.805 0.218 0.069
*
```

Mulliken population analysis, charges in e, atoms 1 to 4:
1 C -1.339
2 C 0.239
3 C -0.777
4 C -0.448

---

The following is a quantum chemistry calculation of 2 unconnected molecules or ions with the total composition C3H5NO in a non-equilibrium geometry, from the Open Molecules 2025 dataset.

Calculated values
Calculated total energy   -6725.9343 eV

```
! RIJCOSX wB97M-V def2-TZVPD def2/J DEFGRID3
* xyz 0 1
C -1.104 0.323 0.479
C 0.135 0.874 -0.284
C 1.212 0.019 -0.242
H -2.662 -0.563 -0.784
H -0.789 0.216 1.568
H -1.991 1.050 0.547
H 0.448 1.853 0.065
H -0.289 0.927 -1.287
N 2.180 -0.551 0.208
O -1.430 -0.866 -0.160
*
```

Mulliken population analysis, charges in e, atoms 1 to 4:
1 C -0.403
2 C -0.258
3 C 0.284
4 H 0.363

---

Computed values of frontier orbital gap (unit: eV) for the preceding records, in sequence: 9.83, 9.80.
Computed values of E_LUMO (unit: eV) for the preceding records, in sequence: -0.2, -0.7.
Computed values of energy above the lowest of the compared OMol25 structures with the same formula, charge and spin (unit: eV) for the preceding records, in sequence: 5.776, 3.638.